7
Properties=species:S:1:pos:R:3 method="wB97M-V/def2-TZVPD" homo_energy_ev=-12.091 homo_lumo_gap_ha=0.461
C -2.0195 -0.5934 0.5734
C 0.9624 0.1241 -0.4177
O -3.0503 -0.0907 0.7292
F 0.6387 -0.4031 1.2096
H 0.0153 0.7575 -0.6009
H 1.9746 0.7505 -0.2989
H 1.4789 -0.5449 -1.1947

12
Properties=species:S:1:pos:R:3 method="wB97M-V/def2-TZVPD" smiles="[H]/N=C(/C)O.O=C=O" homo_energy_ev=-10.781 homo_lumo_gap_ha=0.414
H 1.7155 -0.6236 1.9382
N 1.5094 0.2363 1.4462
C 0.5600 0.3056 0.6729
C -0.0405 1.5230 0.0765
O -0.4510 -0.8930 0.5361
H -0.3817 1.2925 -0.9296
H -0.8906 1.8699 0.6644
H 0.7083 2.3118 0.0807
H -1.4115 -0.9229 0.6251
O 0.6694 -1.7109 -2.0207
C -0.4089 -1.7056 -1.5346
O -1.5783 -1.6830 -1.5552

84
Properties=species:S:1:pos:R:3 method="wB97M-V/def2-TZVPD" homo_energy_ev=-10.915 charge=+1 homo_lumo_gap_ha=0.275
Ba 3.2810 1.2833 2.4091
C -1.1096 0.4738 0.6669
C -0.1399 -0.4641 1.4092
C 0.2971 -1.6897 0.6175
O 0.9023 0.1669 2.0455
H -1.5489 1.2201 1.3322
H -1.9182 -0.0362 0.1426
H -0.5504 1.0909 -0.0447
H -0.8405 -0.8610 2.1755
H -0.5491 -2.2251 0.1770
H 0.9114 -2.3838 1.1834
H 0.8401 -1.2824 -0.2465
C 2.5409 -4.1138 5.0243
C 1.6536 -3.4724 3.9662
C 1.1026 -2.0979 4.4576
C 2.1360 -1.0905 4.6576
N 2.9898 -0.3298 4.7888
H 3.4338 -3.5186 5.2406
H 2.9163 -5.0649 4.6496
H 2.0549 -4.2095 5.9957
H 0.7657 -4.0486 3.7273
H 2.2606 -3.2069 3.0991
H 0.6229 -2.2777 5.4241
H 0.3779 -1.6632 3.7676
C -0.5483 6.3198 3.8361
C -1.4559 5.2655 3.2530
C -0.8652 3.8495 3.3929
C 0.3542 3.7069 2.5934
N 1.2724 3.6029 1.9086
H 0.4805 6.1880 3.4871
H -0.5742 6.2661 4.9277
H -0.7952 7.3549 3.6006
H -1.6666 5.4515 2.1974
H -2.4134 5.3158 3.7736
H -1.5558 3.1246 2.9584
H -0.6089 3.6200 4.4262
C 2.7782 -3.9700 -2.0659
C 3.5938 -2.7394 -1.6456
C 4.9566 -3.0579 -1.0200
C 6.0564 -3.5770 -1.8330
N 6.9157 -3.9993 -2.4659
H 1.9421 -3.6626 -2.6884
H 2.4725 -4.5571 -1.1940
H 3.3935 -4.6802 -2.6247
H 2.9149 -1.9658 -1.2968
H 3.9534 -2.3447 -2.6121
H 4.7341 -3.7394 -0.1904
H 5.3768 -2.1816 -0.5144
C -3.6983 2.1238 -2.8771
C -2.7940 2.3976 -1.6674
C -2.6381 3.8508 -1.2506
C -2.0976 4.6783 -2.3570
N -1.6750 5.3124 -3.2170
H -3.5326 1.0804 -3.1429
H -3.4887 2.7468 -3.7464
H -4.7452 2.2886 -2.6189
H -1.8423 1.9087 -1.8894
H -3.1885 1.8483 -0.8098
H -1.9138 4.0218 -0.4517
H -3.6085 4.2526 -0.9596
C -2.2135 -2.8203 -2.6045
C -3.2404 -2.8931 -1.4792
C -4.5669 -2.2467 -1.8145
C -5.4997 -2.0384 -0.7132
N -6.2374 -1.7968 0.1321
H -1.2206 -3.1203 -2.2703
H -2.1256 -1.8019 -3.0001
H -2.4638 -3.4262 -3.4776
H -2.8116 -2.4156 -0.5926
H -3.2969 -3.9463 -1.1948
H -5.1104 -2.8119 -2.5782
H -4.4037 -1.2542 -2.2470
C 0.6184 1.3001 -4.8175
C 1.6990 1.3809 -3.7273
C 1.0989 1.1155 -2.3422
C 2.1503 0.8860 -1.3546
N 2.9825 0.7079 -0.5894
H 0.1500 0.3129 -4.8355
H 1.0499 1.4094 -5.8098
H -0.1439 2.0464 -4.5939
H 2.2504 2.3147 -3.8119
H 2.4349 0.5912 -3.9070
H 0.4544 0.2354 -2.2759
H 0.5263 1.9716 -1.9770

10
Properties=species:S:1:pos:R:3 method="wB97M-V/def2-TZVPD" smiles="O/C=P/CS" homo_energy_ev=-8.692 homo_lumo_gap_ha=0.333
O 0.3276 -0.6888 2.4620
C 0.0202 -0.3615 1.1890
P 1.1723 -0.4850 -0.0308
C 0.1284 0.0392 -1.4528
S -1.4364 0.9783 -1.4999
H 1.1050 -0.3590 2.8838
H -0.9939 -0.2087 0.9780
H 0.7033 0.5475 -2.2495
H -0.1220 -0.9340 -1.8820
H -0.9046 1.4720 -0.3978

75
Properties=species:S:1:pos:R:3 method="wB97M-V/def2-TZVPD" smiles=COCCNCCOC.CC(C)O.CC(C)O.CC(C)O.CC(C)O.O homo_energy_ev=-9.063 homo_lumo_gap_ha=0.346
C 6.4429 5.1820 6.7402
O 7.6221 5.8604 6.4568
C 8.1890 6.5453 7.5724
C 9.6035 6.9727 7.4253
N 9.7574 7.8118 6.2007
C 11.0619 7.7906 5.6893
C 12.1623 8.1960 6.7151
O 12.2024 9.5146 7.2069
C 12.5612 10.5046 6.2795
H 6.2745 4.3751 6.0270
H 5.5747 5.8078 6.5331
H 6.3632 4.7208 7.7246
H 8.1425 5.9606 8.4911
H 7.5313 7.3920 7.7690
H 10.1862 6.0516 7.4337
H 9.9576 7.5579 8.2740
H 9.1439 7.3019 5.5812
H 11.1868 8.4181 4.8069
H 11.2009 6.7969 5.2636
H 13.1222 7.9672 6.2519
H 12.0998 7.4662 7.5223
H 12.4198 11.4866 6.7311
H 11.8747 10.5993 5.4382
H 13.6101 10.5081 5.9829
C 9.1695 12.6155 8.1658
C 9.2892 11.0958 8.0634
C 8.5662 10.3307 9.1872
O 8.7716 10.5980 6.8902
H 9.4892 12.9367 9.1571
H 8.1172 12.8901 8.0925
H 9.6896 13.1254 7.3548
H 10.3503 10.8482 8.0944
H 9.1428 9.4193 9.3456
H 7.5388 9.9926 9.0523
H 8.6952 10.8226 10.1512
H 9.0153 9.6699 6.8603
C 10.3273 6.6839 11.9468
C 9.1818 7.6154 11.8985
C 8.1797 7.4067 13.0326
O 9.8339 8.8635 11.9761
H 10.0533 5.6423 11.7790
H 10.8785 6.8412 12.8738
H 11.0984 6.8622 11.1973
H 8.7344 7.5632 10.9059
H 7.9800 6.3439 13.1697
H 7.2185 7.8074 12.7108
H 8.4150 7.8977 13.9768
H 10.5146 8.8594 11.2992
C 16.1132 9.0319 11.4013
C 15.3033 7.9224 10.6900
C 14.1949 7.3754 11.6511
O 14.6031 8.4632 9.6321
H 16.6613 8.5835 12.2300
H 15.3586 9.7297 11.7644
H 16.7242 9.6381 10.7324
H 15.9597 7.1780 10.2393
H 13.4125 6.8685 11.0863
H 13.7347 8.1761 12.2302
H 14.6332 6.6429 12.3289
H 15.2342 8.3815 8.9134
C 11.5030 12.0109 12.3562
C 10.5700 11.6774 13.5732
C 9.0669 11.8845 13.2011
O 10.7545 10.3704 14.0496
H 11.2699 11.4829 11.4315
H 12.5081 11.7695 12.7019
H 11.3780 13.0723 12.1420
H 10.7951 12.3249 14.4206
H 8.8145 12.8702 12.8102
H 8.5256 11.7372 14.1357
H 8.7654 11.2753 12.3489
H 10.3737 9.7728 13.4019
O 11.9084 9.2049 9.9119
H 11.8125 9.2969 8.9639
H 12.8040 8.8897 10.0330

14
Properties=species:S:1:pos:R:3 method="wB97M-V/def2-TZVPD" smiles="O=C(S)C1C=CC=C1" homo_energy_ev=-9.078 homo_lumo_gap_ha=0.357
O 2.3542 1.3734 0.1936
C 1.6124 0.4269 0.1661
S 2.1320 -1.1797 -0.4434
C 0.1500 0.5142 0.5943
C -0.5297 -0.7866 0.9348
C -1.5810 -0.9631 0.1215
C -1.6608 0.1561 -0.8215
C -0.6678 1.0270 -0.5716
H 3.3620 -0.7269 -0.7849
H 0.1450 1.1896 1.4299
H -0.1998 -1.4456 1.7378
H -2.2401 -1.7962 0.1429
H -2.4316 0.2716 -1.6081
H -0.4449 1.9393 -1.0913

Energy relative to the best compared isomer or geometry (same formula, charge and spin) for the records above, in order: 75.3; 41.6; 73.2; 43.2; 0.0; 2.2 kcal per mole